Model i:
Entry from OMol25: a 2-piece molecular cluster, C5H9NO2 overall (ωB97M-V with the def2-TZVPD basis set).

2S+1 = 2
charge = +1
Kohn-Sham gap (alpha / beta) = 6.974 / 5.949 eV
highest occupied orbital energy (alpha / beta) = -14.6 / -14.6 eV

Geometry (Å):
O: 1.344 -2.249 0.572
C: 0.941 -2.217 1.754
O: -0.206 -1.815 2.246
C: 0.773 1.458 -0.518
C: 0.368 0.101 -1.043
C: -0.870 -0.495 -0.425
C: -2.013 0.190 -0.173
N: -0.162 2.411 -0.987
H: 1.631 -2.594 2.551
H: 1.669 1.629 -1.082
H: 0.373 0.021 -2.131
H: 1.130 -0.630 -0.700
H: -0.824 -1.567 -0.008
H: -2.911 -0.392 0.046
H: -2.147 1.369 -0.224
H: -0.040 3.325 -0.468
H: 0.943 1.458 0.592

natural (NBO) population analysis, charges in e, atoms 1 to 5: -0.58, 0.55, -0.17, -0.31, -0.52

=====

Model ii:
Entry from OMol25: a 2-piece molecular cluster, C5H9NO2 overall (ωB97M-V with the def2-TZVPD basis set).

2S+1 = 2
charge = +1
Kohn-Sham gap (alpha / beta) = 6.798 / 5.892 eV
highest occupied orbital energy (alpha / beta) = -15.3 / -14.4 eV

Geometry (Å):
O: 0.008 -0.377 -2.932
C: -0.578 -0.488 -1.885
O: -1.731 -1.053 -1.883
C: 0.019 0.047 -0.591
C: -0.395 -0.795 0.667
C: -0.042 -0.134 1.881
C: 1.275 0.341 2.226
N: 2.215 0.507 1.380
H: -2.350 1.347 -3.157
H: 1.095 0.043 -0.741
H: -0.228 1.100 -0.449
H: 0.036 -1.787 0.531
H: -1.472 -0.974 0.634
H: -0.710 -0.264 2.729
H: 1.443 0.535 3.289
H: 3.132 0.561 1.838
H: -1.717 1.393 -3.537

natural (NBO) population analysis, charges in e, atoms 1 to 5: -0.42, 0.72, -0.22, -0.51, -0.57

=====

Most stable pick: model ii. Distance to second place: 1.454 eV.